The following is a DFT calculation (wB97M-V/def2-TZVPD) of a structure of composition C34H42AlNO4 in a non-equilibrium geometry.

Geometry as ORCA input:
```
! RIJCOSX wB97M-V def2-TZVPD def2/J DEFGRID3
* xyz 0 1
H 2.388 -4.779 5.043
H -2.149 -1.993 -1.174
C 2.447 -2.398 0.322
H -0.436 -0.761 -2.324
O -2.820 -0.730 0.344
H -0.372 -0.457 2.619
C 3.560 -1.671 0.797
H -1.335 1.704 -2.964
C 2.610 -3.376 -0.649
C 2.853 -4.045 5.710
H -4.469 -2.335 -2.068
C -3.279 0.389 -0.564
C 1.339 0.355 -1.405
Al -0.431 0.260 0.030
C 2.794 -2.670 5.092
H 2.522 0.900 3.556
C -6.703 2.649 -1.422
H 3.415 -3.943 2.278
O 0.851 -2.491 2.089
C 2.194 -1.634 5.806
C -7.279 2.892 -0.042
C 0.506 2.550 1.455
C 3.878 -3.549 -1.241
H 2.621 2.144 -1.153
N 3.418 -0.823 1.917
H 3.868 -4.390 5.941
O -5.574 1.716 -1.308
H 3.913 0.060 1.835
H -2.485 1.189 -0.716
H -6.571 3.468 0.573
H 2.026 -0.464 -1.227
H 4.025 -4.331 -1.992
H -4.365 0.319 -2.453
C 1.099 -2.096 0.954
H -5.983 3.739 -3.207
C 0.601 2.425 -2.060
H -8.241 3.427 -0.050
C -7.575 1.698 -2.247
H -2.405 1.325 2.579
C -0.434 1.519 -2.375
C 4.940 -2.719 -0.884
O 0.258 -1.450 0.186
C -0.848 2.738 1.812
H 1.737 -3.939 -0.987
C -3.682 -0.290 -1.895
H -7.499 1.919 0.422
H 1.239 3.327 1.210
C 2.097 -0.345 5.276
C -3.001 -1.936 -0.462
C -0.014 0.185 -1.945
H -1.340 3.707 1.848
H -5.695 4.601 -1.634
H -7.772 1.959 -3.281
C -1.415 1.497 2.176
H -4.111 0.875 -0.011
H 1.797 -1.845 6.799
C 4.784 -1.773 0.138
H 4.331 -4.292 3.745
H 0.596 3.487 -2.303
H -7.278 4.537 -2.379
H 5.933 -2.862 -1.320
C 0.799 1.149 1.523
H -5.114 -1.388 -0.693
C 3.294 -2.428 3.802
C -4.217 -1.596 -1.309
H 4.945 -3.098 2.593
C 2.572 -0.099 3.997
H 1.810 0.726 1.504
C 1.676 1.722 -1.471
C 3.081 -1.155 3.230
H 1.662 0.476 5.842
H -8.468 1.295 -1.790
H -5.947 0.576 -3.073
C 4.036 -3.490 3.063
C -6.388 0.778 -2.093
H -2.978 -2.846 0.153
C -0.399 0.487 2.078
H 2.294 -4.054 6.649
C -6.373 3.935 -2.195
H -6.602 -0.166 -1.572
H -2.865 -0.542 -2.591
H 5.615 -1.155 0.492
*
```

Properties
E	-1918.84874	Eh
HOMO energy	-7.3	eV



The following is a DFT calculation (wB97M-V/def2-TZVPD) of a cluster of 2 separate species, C5H16N2O in total in a non-equilibrium geometry.

Geometry as ORCA input:
```
! RIJCOSX wB97M-V def2-TZVPD def2/J DEFGRID3
* xyz 1 2
H -2.170 -1.492 0.219
H 0.667 2.001 2.573
N -0.833 2.281 0.602
N -1.257 -2.012 0.103
H 0.567 -1.413 1.488
H 2.211 -1.976 -0.262
C 0.299 0.005 -0.231
H -0.319 0.335 -1.301
H -0.762 2.023 -2.943
O -0.315 1.936 -2.139
C 1.198 -2.363 -0.374
H -0.385 3.228 0.880
C 0.056 0.994 0.832
H 1.686 0.386 2.109
H 1.127 -2.486 -1.448
C 0.772 1.126 1.898
C 0.178 -1.441 0.340
H -1.494 -2.846 0.730
H -1.132 2.329 -0.358
H -1.806 2.299 1.060
H 1.127 -3.419 -0.024
H -1.258 -2.224 -0.937
H 0.525 2.511 -2.305
H 1.318 0.219 -0.514
*
```

Properties
E	-384.40621	Eh
HOMO energy (spin up / spin down)	-6.8 / -13.1	eV
ΔE to the lowest compared entry with this formula, charge and spin	86.0	kcal/mol
<S²>	0.752



The following is a DFT calculation (wB97M-V/def2-TZVPD) of the ion C5H9N with charge -1 in a non-equilibrium geometry.

Geometry as ORCA input:
```
! RIJCOSX wB97M-V def2-TZVPD def2/J DEFGRID3
* xyz -1 2
H -0.953 1.782 0.316
H -0.957 1.817 -1.395
H 0.010 0.034 -2.517
H 0.676 -2.540 -2.376
H -0.092 -2.479 -0.778
C -0.057 0.570 2.054
C 0.079 0.325 -0.459
N -1.020 1.263 -0.551
H 1.631 -0.302 0.903
H 0.268 -0.131 2.836
C 0.355 -0.482 -1.603
H -1.128 0.424 1.945
C 0.619 0.058 0.781
C 0.296 -1.879 -1.606
H 0.273 1.539 2.451
*
```

Properties
E	-250.56115	Eh
HOMO energy (spin up / spin down)	0.3 / -2.3	eV
ΔE to the lowest compared entry with this formula, charge and spin	14.2	kcal/mol
<S²>	0.764



The following is a DFT calculation (wB97M-V/def2-TZVPD) of a structure of composition C33H28N2O7PS2Sn in a non-equilibrium geometry.

Geometry as ORCA input:
```
! RIJCOSX wB97M-V def2-TZVPD def2/J DEFGRID3
* xyz 1 1
O 11.176 12.847 9.566
O 11.652 13.322 7.102
H 13.307 14.518 7.415
H 16.281 10.800 11.185
C 9.069 11.384 7.466
P 14.180 14.872 12.748
O 12.277 16.639 8.439
C 12.188 16.141 16.650
C 15.382 13.629 12.844
H 13.515 12.509 7.477
C 11.806 11.521 13.179
C 13.094 15.083 16.635
S 13.129 15.032 11.027
C 12.212 14.584 7.184
H 12.475 17.233 13.375
C 12.100 16.963 15.495
N 11.469 9.632 11.638
H 9.914 10.967 6.894
C 11.537 15.504 8.199
C 15.565 8.163 14.088
C 14.875 7.694 12.908
H 12.130 11.425 7.275
H 8.069 8.904 7.363
C 12.098 10.215 12.648
H 11.709 12.512 14.992
C 13.441 15.535 14.194
C 13.677 14.781 15.387
C 9.970 9.096 10.113
H 11.757 16.463 17.587
H 15.666 9.791 15.476
H 16.446 7.643 14.432
C 8.682 7.231 8.471
O 11.123 12.426 12.616
S 14.506 16.411 11.285
C 17.422 11.831 12.769
H 11.720 17.278 8.889
O 10.508 15.398 8.797
H 14.306 13.953 15.273
H 9.062 12.456 7.551
C 13.864 9.949 14.277
O 9.028 10.892 8.833
C 16.336 11.665 11.878
H 13.689 11.163 15.980
C 12.604 16.661 14.253
H 11.375 17.749 15.617
H 9.330 5.797 9.831
C 17.444 12.921 13.690
H 10.583 7.307 11.295
C 13.696 8.274 12.517
C 13.250 10.995 15.027
H 13.378 14.564 17.484
H 8.212 6.483 7.864
C 15.128 9.339 14.683
H 8.187 11.125 6.925
O 12.985 11.599 9.893
C 12.273 11.724 14.492
H 15.259 6.793 12.479
H 18.247 12.918 14.433
N 10.520 10.050 10.909
C 9.423 6.813 9.560
C 15.312 12.584 11.925
H 14.437 12.512 11.295
C 9.253 9.498 9.022
C 13.199 9.416 13.164
Sn 9.732 12.248 10.911
C 10.004 7.718 10.434
H 13.187 7.975 11.602
H 18.172 11.099 12.911
C 12.417 12.334 7.692
C 8.592 8.577 8.213
C 12.267 12.243 9.146
H 16.469 14.686 14.387
H 12.228 15.085 6.218
C 16.420 13.826 13.751
*
```

Properties
E	-3262.29322	Eh
HOMO energy	-9.8	eV
ΔE to the lowest compared entry with this formula, charge and spin	25.8	kcal/mol